{
  "formula": "C5H9N2",
  "method": "the ωB97M-V functional and the def2-TZVPD basis",
  "symbols": ["C", "C", "C", "C", "N", "C", "N", "H", "H", "H", "H", "H", "H", "H", "H", "H"],
  "positions_angstrom": [[-0.61278, -0.39229, -2.13058], [-0.23462, -1.27641, -0.88684], [0.22607, -0.25914, 0.20259], [-0.45522, 0.90991, 0.43451], [0.12462, 1.56414, 1.46937], [0.95124, 0.67509, 2.08325], [1.04009, -0.40961, 1.30979], [-1.70041, -0.28867, -2.16249], [-0.15615, 0.61005, -2.04006], [-0.20107, -0.72958, -3.07475], [0.47190, -2.04211, -1.18895], [-1.15461, -1.74593, -0.55917], [-1.32427, 1.37230, 0.02342], [-0.06174, 2.43210, 1.94906], [1.47462, 0.78538, 3.01543], [1.61233, -1.20524, 1.55541]],
  "lowdin_charge": [-0.087, -0.119, -0.163, -0.022, 0.129, -0.029, 0.158, 0.083, 0.073, 0.076, 0.110, 0.111, 0.148, 0.184, 0.160, 0.189],
  "gap_ev": 10.6870,
  "charge": 1,
  "max_force_ha_per_bohr": 0.0760,
  "de_lowest_ev": 1.2692,
  "smiles": "CCc1c[nH]c[nH+]1",
  "homo_energy_ev": -14.048
}

{
  "formula": "C8H14O",
  "method": "the ωB97M-V functional and the def2-TZVPD basis",
  "symbols": ["C", "C", "C", "C", "C", "C", "C", "C", "O", "H", "H", "H", "H", "H", "H", "H", "H", "H", "H", "H", "H", "H", "H"],
  "positions_angstrom": [[-1.75805, 1.64073, 0.21777], [-1.34180, 0.14549, 0.13736], [-2.60616, -0.69165, 0.11616], [-0.13094, -0.37334, 0.10747], [0.53670, -1.71410, 0.07411], [1.86130, -1.06814, 0.52220], [1.27984, 0.28377, 0.11009], [1.84588, 0.63486, -1.25127], [1.40249, 1.36238, 1.04099], [-2.46015, 1.82926, -0.54305], [-2.32863, 1.75137, 1.08063], [-1.03007, 2.31290, -0.00121], [-2.42395, -1.71385, -0.24471], [-3.07089, -0.80305, 1.14497], [-3.38927, -0.27110, -0.58645], [0.00812, -2.40172, 0.76283], [0.59473, -2.17277, -0.97913], [1.87308, -1.18386, 1.53570], [2.95302, -1.40208, 0.18154], [1.46667, 1.66652, -1.54971], [1.37787, 0.00234, -1.97579], [3.00616, 0.54373, -1.17712], [2.33407, 1.62229, 1.27662]],
  "lowdin_charge": [-0.020, -0.243, -0.073, -0.154, -0.124, -0.119, -0.535, -0.024, -0.022, 0.057, 0.065, 0.040, 0.068, 0.098, 0.091, 0.116, 0.139, 0.072, 0.156, 0.104, 0.069, 0.117, 0.121],
  "gap_ev": 9.7698,
  "charge": 0,
  "max_force_ha_per_bohr": 0.0695,
  "de_lowest_ev": 1.8197,
  "smiles": "CC(C)=C1CC[C@]1(C)O",
  "homo_energy_ev": -8.824
}

{
  "formula": "C47H74N4O3SSi",
  "method": "the ωB97M-V functional and the def2-TZVPD basis",
  "symbols": ["C", "C", "C", "C", "C", "C", "N", "C", "C", "C", "C", "C", "C", "C", "C", "C", "C", "C", "C", "Si", "C", "C", "C", "C", "C", "C", "C", "C", "C", "O", "C", "N", "C", "S", "H", "H", "H", "H", "H", "H", "H", "H", "H", "H", "H", "H", "H", "H", "H", "H", "H", "H", "H", "H", "H", "H", "H", "H", "H", "H", "H", "H", "H", "H", "H", "H", "H", "H", "H", "H", "H", "H", "C", "C", "C", "C", "C", "C", "N", "O", "C", "C", "C", "H", "H", "H", "H", "H", "H", "H", "H", "H", "H", "H", "H", "H", "H", "H", "H", "H", "H", "C", "C", "C", "C", "C", "C", "N", "O", "C", "C", "C", "H", "H", "H", "H", "H", "H", "H", "H", "H", "H", "H", "H", "H", "H", "H", "H", "H", "H"],
  "positions_angstrom": [[-8.76951, -7.55165, 2.42150], [-8.88248, -6.76466, 1.36512], [-8.50628, -5.64296, 0.24309], [-7.53572, -6.21735, -0.91206], [-6.23844, -7.04248, -0.32393], [-4.93647, -6.27925, -0.95512], [-4.85570, -4.86595, -0.65584], [-3.69712, -4.27721, -1.29891], [-3.47284, -2.70582, -1.10064], [-2.26756, -1.91697, -1.75622], [-1.20989, -2.70485, -2.65942], [0.03995, -2.03710, -3.41922], [0.80386, -0.87847, -2.58203], [1.03677, 0.38625, -3.60702], [2.09401, 1.44289, -2.99651], [1.62099, 2.98649, -3.03608], [0.09333, 3.24985, -2.58070], [-0.05146, 4.76921, -1.98464], [-0.49697, 4.70484, -0.42269], [0.94105, 4.92584, 0.83015], [0.20035, 5.83057, 2.36940], [2.37525, 6.04328, 0.18578], [1.71770, 3.28122, 1.45396], [2.47500, 3.27900, 2.85695], [3.15514, 1.95066, 3.40099], [3.08964, 0.57964, 2.59186], [2.34454, 0.60003, 1.20705], [1.68688, 1.91626, 0.65371], [-1.44835, -4.24618, -2.83604], [-0.50472, -4.98385, -3.65369], [-2.67450, -5.05730, -2.18623], [-2.72423, -6.48180, -2.45093], [-3.88198, -7.07284, -1.81651], [-4.06598, -8.92900, -2.09065], [-8.70701, -8.06724, 3.45770], [-8.00458, -4.71400, 0.69536], [-9.50660, -5.33740, -0.26111], [-7.23085, -5.35018, -1.60127], [-8.17361, -6.94114, -1.56989], [-6.21172, -7.06152, 0.82691], [-6.36109, -8.11402, -0.71035], [-4.22229, -2.11041, -0.46227], [-2.17946, -0.78653, -1.58946], [-0.35814, -1.53785, -4.38627], [0.83018, -2.81934, -3.76210], [1.87884, -1.28462, -2.37722], [0.26333, -0.55970, -1.61248], [-0.00024, 0.81815, -3.85147], [1.41996, -0.10010, -4.59641], [2.47436, 1.13158, -1.93776], [3.04432, 1.37769, -3.67328], [2.29173, 3.55099, -2.26186], [1.89044, 3.47485, -4.06093], [-0.34395, 2.44954, -1.87390], [-0.55033, 3.19132, -3.55398], [-0.86038, 5.36495, -2.57782], [0.98709, 5.27985, -2.12954], [-1.09471, 3.73602, -0.20495], [-1.24197, 5.57972, -0.23078], [1.06919, 6.00228, 3.11554], [-0.27274, 6.84605, 2.08421], [-0.55106, 5.10600, 2.87635], [3.08969, 6.28360, 1.06227], [3.00322, 5.48833, -0.60730], [1.93358, 7.03131, -0.22957], [2.56108, 4.22422, 3.50993], [3.72409, 1.94677, 4.39643], [3.58379, -0.38356, 2.97063], [2.27914, -0.34762, 0.55343], [1.16449, 1.92031, -0.36601], [0.19751, -5.26854, -3.01751], [-4.47761, -9.05519, -3.43836], [4.88652, -7.56024, -6.50139], [5.15858, -6.53067, -5.36988], [4.31625, -6.86504, -4.10878], [2.85214, -6.45774, -4.19929], [2.71050, -5.00921, -4.64814], [3.46533, -4.72685, -5.96527], [4.89639, -5.15676, -5.90271], [5.56746, -4.26114, -5.10872], [2.72936, -5.44087, -7.12910], [3.31705, -3.22263, -6.32019], [6.64780, -6.77028, -4.98686], [4.91094, -7.09106, -7.49024], [5.64759, -8.34577, -6.53909], [3.92604, -8.06781, -6.38511], [4.75009, -6.35678, -3.23913], [4.37766, -7.93731, -3.89658], [2.30904, -7.12646, -4.87562], [2.38085, -6.58238, -3.21798], [1.64711, -4.76951, -4.76133], [3.08279, -4.35268, -3.85176], [3.25778, -5.29822, -8.07569], [1.71985, -5.03900, -7.25305], [2.59779, -6.51144, -6.97368], [3.69564, -2.56314, -5.53447], [2.26449, -2.95749, -6.46484], [3.84475, -2.98640, -7.24983], [7.31887, -6.52466, -5.81720], [6.81400, -7.82076, -4.72579], [6.95514, -6.18985, -4.11181], [-1.74306, 9.03398, 8.35645], [-2.08161, 8.01449, 7.23379], [-2.86982, 6.80618, 7.80854], [-2.01514, 5.78690, 8.54870], [-0.80771, 5.37395, 7.71776], [0.02528, 6.58778, 7.25022], [-0.80949, 7.61494, 6.55360], [-1.13053, 7.12159, 5.31424], [0.74381, 7.20689, 8.47765], [1.19875, 6.08510, 6.36655], [-3.06332, 8.78434, 6.30346], [-0.76499, 9.49995, 8.19882], [-2.45365, 9.86566, 8.38948], [-1.75237, 8.58174, 9.35098], [-3.37712, 6.28282, 6.98907], [-3.65996, 7.16408, 8.47652], [-1.69863, 6.18429, 9.51916], [-2.62089, 4.90270, 8.77406], [-0.18417, 4.68882, 8.30365], [-1.15336, 4.79761, 6.85114], [1.31318, 8.09614, 8.19363], [1.44721, 6.49287, 8.91517], [0.06914, 7.48233, 9.28795], [0.85946, 5.51817, 5.49528], [1.85554, 5.41665, 6.93281], [1.80953, 6.92277, 6.01414], [-2.57414, 9.64100, 5.82700], [-3.91645, 9.16522, 6.87479], [-3.48521, 8.14825, 5.51957]],
  "lowdin_charge": [0.045, -0.108, -0.206, -0.214, -0.146, -0.180, 0.107, -0.159, -0.001, 0.000, -0.080, -0.164, -0.197, -0.207, -0.212, -0.217, -0.224, -0.238, -0.273, 0.525, -0.222, -0.217, -0.207, -0.061, -0.068, -0.069, -0.075, -0.065, -0.113, -0.064, -0.098, 0.070, -0.485, 0.674, 0.051, 0.116, 0.108, 0.105, 0.117, 0.113, 0.075, 0.092, 0.090, 0.121, 0.101, 0.116, 0.102, 0.103, 0.113, 0.094, 0.115, 0.100, 0.124, 0.096, 0.110, 0.110, 0.090, 0.084, 0.085, 0.023, 0.054, 0.058, 0.046, 0.034, 0.051, 0.076, 0.076, 0.082, 0.079, 0.049, 0.106, -0.108, -0.039, -0.470, -0.135, -0.185, -0.150, -0.478, -0.044, -0.024, -0.039, -0.042, -0.051, 0.083, 0.078, 0.073, 0.122, 0.125, 0.109, 0.111, 0.094, 0.126, 0.091, 0.090, 0.059, 0.074, 0.082, 0.088, 0.091, 0.084, 0.075, -0.040, -0.470, -0.139, -0.188, -0.137, -0.481, -0.042, -0.029, -0.045, -0.046, -0.052, 0.083, 0.078, 0.072, 0.122, 0.124, 0.103, 0.115, 0.124, 0.125, 0.090, 0.087, 0.057, 0.057, 0.085, 0.090, 0.090, 0.084, 0.075],
  "gap_ev": 7.2860,
  "s2": 2.01,
  "charge": 0,
  "max_force_ha_per_bohr": 0.1259,
  "homo_energy_ev": -8.376,
  "multiplicity": 3
}

{
  "formula": "C4H14N3",
  "method": "the ωB97M-V functional and the def2-TZVPD basis",
  "symbols": ["N", "C", "C", "N", "C", "C", "N", "H", "H", "H", "H", "H", "H", "H", "H", "H", "H", "H", "H", "H", "H"],
  "positions_angstrom": [[-2.68757, -0.76031, -0.86772], [-2.15048, 0.52496, -0.47517], [-0.99951, 0.39144, 0.50333], [0.00393, -0.50096, -0.12485], [1.13347, -1.01110, 0.62922], [2.11148, 0.12328, 0.83764], [2.19898, 0.73890, -0.55958], [-3.34690, -1.07598, -0.16541], [-3.11238, -0.69604, -1.77950], [-2.83383, 1.27274, -0.05134], [-1.82818, 1.10690, -1.34447], [-0.55351, 1.35933, 0.73518], [-1.35122, -0.13223, 1.40320], [-0.54006, -1.30703, -0.40644], [1.59159, -1.86763, 0.13373], [0.89443, -1.47843, 1.59005], [3.11898, -0.12450, 1.14115], [1.74524, 0.96234, 1.42056], [2.78354, 0.19688, -1.18879], [1.20628, 0.60593, -0.89650], [2.61571, 1.67151, -0.53429]],
  "lowdin_charge": [0.016, -0.291, -0.197, -0.113, -0.209, -0.103, 0.159, 0.087, 0.081, 0.116, 0.116, 0.115, 0.128, 0.107, 0.133, 0.132, 0.131, 0.125, 0.162, 0.134, 0.168],
  "gap_ev": 9.7431,
  "charge": 1,
  "max_force_ha_per_bohr": 0.0308,
  "de_lowest_ev": 1.2163,
  "smiles": "NCCNCC[NH3+]",
  "homo_energy_ev": -12.907
}